No. 1
7 unconnected molecules or ions with the total composition C18H42F6N6O6P, computed with ωB97M-V/def2-TZVPD.

Element x y z (Å)
P 19.012 -8.081 21.221
F 20.630 -8.075 21.128
F 19.046 -7.964 19.614
F 19.062 -9.742 21.135
F 17.395 -7.938 21.159
F 19.106 -8.089 22.766
F 18.992 -6.467 21.257
C 20.000 -15.171 13.457
O 20.402 -15.511 12.305
N 19.457 -14.029 13.778
C 19.209 -13.587 15.230
C 18.939 -13.028 12.801
H 20.134 -15.730 14.396
H 19.320 -14.408 15.938
H 18.160 -13.318 15.351
H 19.843 -12.749 15.519
H 18.519 -12.088 13.159
H 19.794 -12.813 12.159
H 18.135 -13.418 12.177
C 15.833 -17.178 24.798
O 15.256 -18.070 24.203
N 16.914 -16.503 24.405
C 17.597 -16.788 23.167
C 17.574 -15.570 25.318
H 15.437 -16.837 25.767
H 18.668 -16.587 23.191
H 17.290 -16.064 22.412
H 17.556 -17.861 22.984
H 17.656 -14.587 24.855
H 16.945 -15.317 26.172
H 18.564 -15.868 25.661
C 20.583 -6.120 29.460
O 20.330 -6.768 30.418
N 21.512 -5.112 29.491
C 21.574 -4.118 28.380
C 22.383 -4.862 30.704
H 20.108 -6.008 28.474
H 22.635 -3.880 28.306
H 21.010 -3.206 28.573
H 21.270 -4.476 27.396
H 22.659 -3.817 30.849
H 21.846 -5.215 31.585
H 23.197 -5.529 30.419
C 17.165 -2.700 15.469
O 15.908 -2.617 15.288
N 18.055 -2.324 14.545
C 19.413 -2.006 15.028
C 17.872 -1.713 13.291
H 17.582 -3.076 16.416
H 20.134 -2.581 14.447
H 19.575 -2.245 16.080
H 19.626 -0.948 14.878
H 18.672 -2.052 12.634
H 16.933 -2.027 12.834
H 17.873 -0.623 13.329
C 25.431 -13.253 24.965
O 25.477 -14.402 25.482
N 25.801 -12.077 25.568
C 25.595 -10.852 24.804
C 26.231 -11.999 26.939
H 25.110 -13.034 23.935
H 24.621 -10.377 24.926
H 25.804 -10.937 23.737
H 26.280 -10.079 25.153
H 27.282 -11.722 27.031
H 25.598 -11.331 27.524
H 26.100 -13.027 27.277
C 13.302 -2.685 22.799
O 12.702 -2.350 21.753
N 13.210 -1.982 23.932
C 13.967 -2.435 25.123
C 12.336 -0.838 24.179
H 13.962 -3.561 22.891
H 14.778 -1.768 25.414
H 14.348 -3.417 24.840
H 13.395 -2.445 26.051
H 11.486 -1.188 24.764
H 12.862 0.075 24.461
H 11.875 -0.449 23.271

Values from the calculation:
Energy relative to the best compared isomer or geometry (same formula, charge and spin)   287.6 kJ/mol
E_LUMO   1.95 eV
Highest occupied orbital energy   -0.28793 Ha
Charge   -1

Atomic partial charges in e from the Löwdin method, atoms 1 to 4: P 0.086; F -0.195; F -0.189; F -0.203


No. 2
6 unconnected molecules or ions with the total composition C21H55NO7, computed with ωB97M-V/def2-TZVPD.

Element x y z (Å)
C 2.436 -3.646 1.499
O 2.649 -2.269 1.709
C 1.573 -1.549 2.292
C 1.399 -0.149 1.675
N 0.875 0.883 2.545
C 1.053 2.257 2.090
C 2.517 2.758 2.162
O 2.746 2.988 3.544
C 4.021 2.658 4.053
H 3.363 -4.101 1.848
H 2.204 -4.016 0.495
H 1.612 -4.014 2.121
H 1.654 -1.499 3.379
H 0.672 -2.090 1.997
H 0.659 -0.250 0.877
H 2.293 0.173 1.122
H 1.266 0.909 3.485
H 0.374 2.933 2.602
H 0.780 2.286 1.029
H 2.571 3.688 1.587
H 3.194 2.038 1.697
H 4.804 2.796 3.303
H 4.074 1.660 4.493
H 4.244 3.390 4.833
C -3.547 -4.229 0.830
C -2.885 -5.123 -0.220
C -1.480 -4.619 -0.606
O -2.665 -6.429 0.313
H -3.478 -3.166 0.563
H -2.954 -4.128 1.747
H -4.593 -4.424 1.051
H -3.484 -5.209 -1.123
H -0.748 -4.561 0.202
H -1.582 -3.572 -0.927
H -1.039 -5.167 -1.436
H -2.336 -6.379 1.213
C 3.549 -1.754 -2.845
C 4.377 -1.233 -1.714
C 4.981 -2.284 -0.756
O 5.517 -0.475 -2.185
H 3.951 -2.650 -3.319
H 3.328 -1.017 -3.620
H 2.592 -1.973 -2.358
H 3.820 -0.479 -1.143
H 5.079 -1.799 0.211
H 5.969 -2.605 -1.083
H 4.343 -3.169 -0.789
H 5.404 -0.243 -3.109
C -2.212 4.650 -1.653
C -0.725 4.340 -1.502
C 0.219 5.366 -0.990
O -0.652 3.160 -0.689
H -2.681 3.931 -2.317
H -2.286 5.672 -2.053
H -2.701 4.744 -0.683
H -0.412 4.067 -2.526
H -0.064 5.747 -0.004
H 0.301 6.209 -1.682
H 1.266 5.066 -0.908
H -1.222 2.450 -1.011
C -1.342 0.597 -3.877
C -1.407 -0.124 -2.548
C 0.016 -0.400 -2.058
O -2.001 0.746 -1.522
H -2.315 1.070 -4.035
H -1.252 -0.186 -4.633
H -0.549 1.330 -3.996
H -2.106 -0.956 -2.628
H 0.623 -0.932 -2.795
H -0.005 -1.102 -1.216
H 0.555 0.479 -1.711
H -2.391 0.097 -0.928
C -3.306 0.257 1.429
C -4.450 1.285 1.436
C -4.708 1.804 0.012
O -5.659 0.618 1.809
H -3.524 -0.579 0.754
H -3.278 -0.187 2.427
H -2.283 0.533 1.168
H -4.194 2.162 2.031
H -3.817 2.322 -0.347
H -5.576 2.462 0.084
H -4.984 1.035 -0.709
H -6.028 1.120 2.541

Values from the calculation:
Energy relative to the best compared isomer or geometry (same formula, charge and spin)   120.9 kJ/mol
E_LUMO   0.51 eV
SMILES string   COCCNCCOC.CC(C)O.CC(C)O.CC(C)O.CC(C)O.CC(C)O
Highest occupied orbital energy   -0.31007 Ha
Charge   0

Atomic partial charges in e from the Löwdin method, atoms 1 to 4: C -0.123; O -0.199; C -0.187; C -0.202


No. 3
5 unconnected molecules or ions with the total composition C43H85BN4O5S3, computed with ωB97M-V/def2-TZVPD.

Element x y z (Å)
C 8.899 -3.637 2.623
C 8.295 -2.100 2.805
O 9.450 -1.269 3.244
C 7.635 -1.489 1.432
N 6.449 -0.540 1.690
C 5.137 -1.230 1.262
C 3.801 -0.326 1.560
O 2.570 -1.148 1.808
C 1.783 -0.345 2.768
C 2.157 -0.533 4.372
C 1.331 0.337 5.528
B 1.651 0.136 7.162
O 1.548 -1.251 7.701
O 1.982 1.331 7.967
C 0.159 1.423 5.141
N -0.720 2.306 6.006
S -1.762 3.232 4.905
N -1.258 2.595 3.329
C -0.160 1.568 3.507
C 0.577 0.720 2.314
C 0.290 0.829 0.705
C -1.288 0.849 0.270
C -2.300 0.015 1.252
S -1.920 -1.810 1.428
C -3.232 -2.452 2.619
S -2.718 -2.628 4.265
N -4.664 -2.790 2.269
C -5.171 -2.039 1.058
C -6.665 -2.583 0.540
O -6.684 -4.046 0.308
C -6.459 -4.629 1.642
C -4.919 -4.279 2.193
H 8.582 -4.149 1.620
H 10.071 -3.691 2.699
H 8.477 -4.312 3.496
H 7.467 -2.177 3.637
H 10.219 -1.514 2.618
H 7.182 -2.395 0.827
H 8.467 -1.012 0.762
H 6.656 0.270 1.032
H 5.277 -1.424 0.093
H 5.150 -2.277 1.800
H 3.669 0.394 0.620
H 4.066 0.371 2.486
H 3.006 -1.274 4.749
H 0.779 -1.685 7.191
H 1.354 1.320 8.758
H 0.936 0.012 0.132
H 0.746 1.875 0.356
H -1.346 0.314 -0.795
H -1.705 1.940 0.087
H -3.380 0.082 0.747
H -2.427 0.450 2.330
H -4.480 -2.091 0.115
H -5.378 -0.922 1.427
H -6.801 -2.088 -0.535
H -7.549 -2.186 1.199
H -7.276 -4.237 2.387
H -6.614 -5.800 1.525
H -4.167 -4.822 1.476
H -4.885 -4.759 3.285
C 3.821 3.640 4.896
C 4.227 3.464 6.351
C 3.578 4.486 7.287
C 3.942 5.950 7.015
C 5.440 6.272 7.060
C 6.066 6.026 8.422
H 4.136 4.610 4.502
H 4.285 2.865 4.278
H 2.735 3.557 4.781
H 5.319 3.504 6.435
H 3.930 2.459 6.675
H 3.840 4.231 8.321
H 2.487 4.385 7.222
H 3.423 6.577 7.751
H 3.548 6.249 6.037
H 5.573 7.328 6.800
H 5.977 5.697 6.297
H 5.569 6.624 9.193
H 7.124 6.307 8.406
H 6.009 4.972 8.711
C 8.100 -1.846 -2.421
C 6.708 -1.304 -2.707
C 5.737 -2.371 -3.218
C 6.119 -3.023 -4.551
C 6.295 -2.056 -5.727
C 5.022 -1.306 -6.082
H 8.575 -2.239 -3.325
H 8.741 -1.052 -2.028
H 8.061 -2.648 -1.676
H 6.776 -0.473 -3.419
H 6.304 -0.882 -1.779
H 4.739 -1.924 -3.303
H 5.647 -3.161 -2.461
H 5.347 -3.759 -4.810
H 7.046 -3.594 -4.425
H 6.616 -2.632 -6.602
H 7.098 -1.341 -5.517
H 4.216 -2.003 -6.336
H 5.196 -0.660 -6.949
H 4.683 -0.670 -5.259
C -3.000 -2.012 -2.757
C -4.392 -1.470 -3.042
C -5.363 -2.537 -3.553
C -4.981 -3.189 -4.887
C -4.805 -2.222 -6.063
C -6.078 -1.472 -6.418
H -2.525 -2.405 -3.661
H -2.359 -1.218 -2.364
H -3.039 -2.815 -2.012
H -4.324 -0.640 -3.755
H -4.796 -1.048 -2.115
H -6.361 -2.091 -3.639
H -5.453 -3.327 -2.797
H -5.753 -3.925 -5.145
H -4.054 -3.761 -4.761
H -4.484 -2.798 -6.938
H -4.002 -1.507 -5.853
H -6.884 -2.169 -6.671
H -5.904 -0.827 -7.285
H -6.417 -0.836 -5.595
C -6.324 2.714 -5.054
C -7.672 3.342 -4.733
C -8.819 2.328 -4.705
C -9.094 1.609 -6.030
C -9.408 2.523 -7.219
C -10.669 3.348 -7.025
H -6.314 2.261 -6.050
H -5.538 3.475 -5.028
H -6.070 1.941 -4.321
H -7.884 4.142 -5.452
H -7.606 3.820 -3.749
H -9.730 2.839 -4.372
H -8.604 1.571 -3.940
H -9.935 0.920 -5.881
H -8.234 0.979 -6.288
H -9.532 1.899 -8.111
H -8.560 3.188 -7.424
H -11.536 2.700 -6.860
H -10.864 3.951 -7.917
H -10.580 4.032 -6.176

Values from the calculation:
Energy relative to the best compared isomer or geometry (same formula, charge and spin)   1233.9 kJ/mol
E_LUMO   -1.66 eV
SMILES string   C[C@@H](O)CNCCOc1cc(B(O)O)c2nsnc2c1CCCSC(=S)N1CCOCC1.CCCCCC.CCCCCC.CCCCCC.CCCCCC
Highest occupied orbital energy   -0.30200 Ha
Charge   0

Atomic partial charges in e from the Löwdin method, atoms 1 to 4: C -0.082; C -0.336; O -0.134; C -0.187


No. 4
A molecular structure, C3F9O9S3Sn, computed with ωB97M-V/def2-TZVPD.

Element x y z (Å)
Sn -1.632 7.230 -4.403
C -3.096 10.100 -7.538
F -3.468 10.055 -6.253
F -3.803 9.198 -8.098
F -3.518 11.295 -8.094
S -1.216 9.745 -7.701
O -1.076 8.651 -6.773
O -1.003 9.374 -9.118
O -0.619 11.047 -7.319
C -6.216 7.636 -6.711
F -7.450 7.312 -6.354
F -6.297 7.834 -8.040
F -5.785 8.787 -6.097
S -5.079 6.121 -6.341
O -5.371 5.124 -7.434
O -3.743 6.622 -6.415
O -5.366 5.489 -5.004
C 2.216 6.006 -7.748
F 2.734 5.155 -8.581
F 3.266 6.515 -7.099
F 1.543 6.924 -8.316
S 1.107 5.052 -6.488
O -0.147 4.780 -7.232
O 1.823 3.842 -6.033
O 0.878 6.025 -5.413

Values from the calculation:
E_LUMO (alpha / beta)   3.79 / 3.83 eV
Highest occupied orbital energy (alpha / beta)   -0.07653 / -0.14937 Ha
Charge   -2
2S+1   2
⟨S²⟩   0.753

Atomic partial charges in e from the Löwdin method, atoms 1 to 4: Sn 1.098; C -0.666; F 0.080; F 0.159


No. 5
A gas-phase ion, C18H23ClNO (charge +1), computed with ωB97M-V/def2-TZVPD.

Element x y z (Å)
C -1.181 -0.787 2.430
C -0.112 -1.026 1.370
C 1.133 -0.196 1.745
O 0.786 1.140 1.466
C 1.756 2.127 1.558
C 1.351 3.395 1.156
C 2.243 4.448 1.201
C 3.541 4.242 1.642
C 3.936 2.980 2.045
C 3.049 1.915 2.007
N -0.524 -0.557 0.003
C 0.351 -1.097 -1.064
C 0.355 -0.193 -2.290
Cl 0.630 1.518 -1.787
C -1.966 -0.678 -0.379
C -2.354 -2.036 -0.907
C -2.784 -2.155 -2.225
C -3.170 -3.382 -2.735
C -3.125 -4.511 -1.935
C -2.702 -4.403 -0.621
C -2.323 -3.175 -0.108
H -0.776 -1.077 3.397
H -2.077 -1.379 2.271
H -1.438 0.268 2.481
H 0.138 -2.088 1.314
H 1.361 -0.335 2.807
H 2.017 -0.496 1.167
H 0.335 3.539 0.820
H 1.924 5.430 0.889
H 4.238 5.064 1.675
H 4.942 2.813 2.397
H 3.378 0.942 2.338
H -0.301 0.467 0.040
H 1.368 -1.173 -0.680
H -0.002 -2.094 -1.340
H 1.167 -0.475 -2.959
H -0.585 -0.229 -2.837
H -2.152 0.070 -1.152
H -2.575 -0.413 0.483
H -2.839 -1.279 -2.855
H -3.509 -3.454 -3.757
H -3.426 -5.468 -2.330
H -2.675 -5.277 0.012
H -2.013 -3.115 0.924

Values from the calculation:
E_LUMO   -2.16 eV
SMILES string   C[C@H](COc1ccccc1)[N@@H+](CCCl)Cc1ccccc1
Highest occupied orbital energy   -0.42403 Ha
Charge   +1

Atomic partial charges in e from the Löwdin method, atoms 1 to 4: C -0.021; C -0.252; C -0.151; O -0.103


No. 6
A molecular structure, C3H3N3O, computed with ωB97M-V/def2-TZVPD.

Element x y z (Å)
C 3.029 0.060 0.588
C -0.448 0.319 0.171
C -2.001 -1.007 0.092
N 2.664 -1.039 0.577
N -1.598 -0.052 0.831
N -0.305 -0.303 -0.955
O -1.294 -1.197 -1.004
H 0.254 1.099 0.618
H 3.684 0.841 0.279
H -2.821 -1.538 0.326

Values from the calculation:
Energy relative to the best compared isomer or geometry (same formula, charge and spin)   286.0 kJ/mol
E_LUMO   0.96 eV
Highest occupied orbital energy   -0.39937 Ha
Charge   0

Atomic partial charges in e from the Löwdin method, atoms 1 to 4: C -0.090; C -0.220; C -0.214; N 0.069


No. 7
A single C3H7NO2 molecule, computed with ωB97M-V/def2-TZVPD.

Element x y z (Å)
C -0.675 1.185 0.425
C -0.309 0.073 -0.559
N -1.187 -1.115 -0.489
C 1.187 -0.133 -0.204
O 2.183 0.348 -0.754
O 1.290 -0.907 0.765
H -0.104 2.054 0.067
H -1.712 1.559 0.315
H -0.282 0.961 1.432
H -0.329 0.351 -1.584
H -1.414 -1.445 0.521
H -0.805 -1.876 -0.898
H 2.156 -1.055 0.963

Values from the calculation:
Energy relative to the best compared isomer or geometry (same formula, charge and spin)   138.3 kJ/mol
E_LUMO   0.66 eV
SMILES string   C[C@H](N)C(=O)O
Highest occupied orbital energy   -0.34852 Ha
Charge   0

Atomic partial charges in e from the Löwdin method, atoms 1 to 4: C -0.049; C -0.342; N 0.051; C -0.568


No. 8
A molecular structure, C15H40Mn2N4O19S3, computed with ωB97M-V/def2-TZVPD.

Element x y z (Å)
Mn -0.788 0.822 3.127
Mn 2.724 -0.273 2.682
N 1.608 2.886 2.230
O 1.939 4.024 1.950
O 2.310 1.921 2.392
O 0.452 2.629 2.560
N 0.323 -0.634 0.448
O 1.503 -0.502 0.842
O 0.065 -1.228 -0.607
O -0.593 -0.029 1.048
N -3.501 2.005 1.797
O -3.359 1.737 0.600
O -4.267 2.919 2.111
O -2.766 1.348 2.565
O 0.884 -0.243 3.527
H 0.627 -1.142 3.809
C -1.737 4.875 0.271
C -1.670 4.905 -1.211
N -1.769 3.501 -1.723
C -1.580 3.507 -3.189
C -1.156 2.348 -4.065
C -0.761 2.568 -1.107
C 0.712 3.098 -1.269
H -1.390 5.889 0.472
H -1.091 4.229 0.866
H -2.741 4.702 0.659
H -2.540 5.394 -1.647
H -0.800 5.443 -1.590
H -2.468 3.995 -3.591
H -0.752 4.179 -3.413
H -0.154 1.955 -3.890
H -1.794 1.518 -3.761
H -1.425 2.542 -5.103
H -0.887 1.567 -1.518
H -1.000 2.301 -0.078
H 0.957 3.182 -2.328
H 1.523 2.575 -0.762
H 0.821 4.109 -0.877
O 6.129 1.580 -2.264
S 4.687 1.580 -2.451
O 4.007 2.809 -2.323
O 4.255 0.883 -3.866
C 2.914 0.695 -4.223
C 2.583 1.507 -5.526
C 3.982 0.335 -1.297
H 2.367 0.990 -3.328
H 2.694 -0.367 -4.337
H 1.694 1.120 -6.026
H 3.329 1.404 -6.313
H 2.600 2.595 -5.469
H 3.106 0.821 -0.867
H 4.682 0.085 -0.499
H 3.552 -0.585 -1.693
O -4.691 -1.100 3.184
S -3.480 -1.761 2.741
O -2.185 -1.331 3.263
O -3.607 -3.408 2.925
C -4.894 -3.894 2.800
C -4.739 -5.364 2.776
C -3.346 -1.826 0.897
H -5.227 -3.490 1.844
H -5.607 -3.587 3.564
H -4.421 -5.817 3.714
H -3.973 -5.730 2.093
H -5.711 -5.785 2.517
H -2.348 -2.259 0.850
H -3.093 -0.813 0.582
H -4.206 -2.255 0.383
O 2.695 -2.424 3.283
S 3.041 -3.810 2.957
O 3.497 -4.720 3.987
O 1.980 -4.673 2.092
C 1.312 -4.007 1.089
C 0.064 -4.882 0.883
C 4.431 -3.781 1.626
H 1.916 -4.065 0.183
H 1.102 -2.975 1.369
H 0.386 -5.917 0.762
H -0.471 -4.472 0.026
H -0.675 -4.772 1.677
H 5.332 -3.422 2.123
H 4.204 -2.999 0.901
H 4.675 -4.736 1.161

Values from the calculation:
E_LUMO (alpha / beta)   -2.33 / -2.56 eV
Highest occupied orbital energy (alpha / beta)   -0.27358 / -0.27359 Ha
Charge   0
2S+1   11
⟨S²⟩   30.006

Atomic partial charges in e from the Löwdin method, atoms 1 to 4: Mn 1.074; Mn 1.140; N -0.578; O 0.101


no.,DFT total energy (Eh),maximum force (Eh/bohr)
1,-2431.7866,0.10341
2,-1414.4171,0.05112
3,-3503.5158,0.11617
4,-3099.2117,0.10940
5,-1289.6555,0.01541
6,-355.5310,0.06762
7,-323.7283,0.10918
8,-5740.2154,0.13268